{"formula": "C3H8OS2", "method": "ωB97M-V/def2-TZVPD", "elements": ["C", "S", "S", "H", "H", "H", "H", "O", "C", "C", "H", "H", "H", "H"], "coordinates": [[0.0913, 0.0094, 2.7071], [-0.7748, -0.7412, 1.2829], [-2.2803, 0.6702, 1.0903], [0.1173, -0.6908, 3.5297], [1.0954, 0.2779, 2.4019], [-0.4198, 0.9219, 2.9927], [-2.3917, 0.5839, -0.2441], [-0.8988, -0.7039, -2.7230], [-0.1633, 0.0365, -2.1275], [1.2873, -0.2750, -1.8747], [-0.5407, 0.9965, -1.7274], [1.8080, 0.6071, -1.5016], [1.3130, -0.9913, -1.0526], [1.7571, -0.7013, -2.7537]], "forces_ev_per_a": [[0.063, 0.101, -0.535], [0.054, -0.074, 0.308], [-0.324, 0.020, -0.090], [-0.047, -0.101, 0.144], [0.208, -0.021, 0.032], [-0.104, 0.000, 0.121], [0.107, 0.053, 0.001], [-0.189, -0.006, -0.048], [0.257, -0.112, -0.096], [-0.208, 0.317, 0.512], [-0.010, 0.033, 0.066], [0.111, 0.033, -0.260], [0.019, -0.204, -0.086], [0.063, -0.039, -0.068]], "nbo_charge": [-0.732, 0.062, -0.148, 0.226, 0.221, 0.235, 0.143, -0.525, 0.444, -0.729, 0.101, 0.216, 0.248, 0.238], "gap_ha": 0.32501, "relative_energy_kj_mol": 63.27, "max_force_ev_per_a": 0.64}



{"formula": "C4H19BN3OP", "method": "ωB97M-V/def2-TZVPD", "elements": ["C", "N", "C", "B", "O", "P", "C", "C", "N", "H", "H", "H", "H", "H", "H", "H", "H", "H", "H", "H", "H", "H", "H", "H", "N", "H", "H", "H", "H"], "coordinates": [[-3.0949, 0.6044, 0.1001], [-2.1696, -0.3569, -0.5389], [-2.1331, -1.6270, 0.1858], [-0.8687, 0.2914, -0.7516], [-0.6675, 0.7899, -2.0425], [0.6275, 0.4152, 0.5389], [2.1718, 0.5268, 1.7037], [2.6334, 1.9288, 1.7924], [3.4416, 2.5480, 1.0238], [-2.5770, 1.5186, 0.4177], [-3.5341, 0.1629, 0.9979], [-3.9104, 0.8914, -0.5706], [-3.0080, -2.2368, -0.0636], [-1.2436, -2.2115, -0.0815], [-2.0891, -1.5099, 1.2751], [-0.4925, 1.7288, -2.1246], [1.3034, -0.9026, -0.2133], [-0.0217, -0.4996, 1.4808], [0.0051, 1.6028, 1.2147], [1.3400, 1.2931, -0.4124], [1.8613, 0.1547, 2.6829], [2.9427, -0.1221, 1.2741], [2.1793, 2.5400, 2.5803], [3.8011, 1.9015, 0.3154], [0.7144, -2.0038, -2.2055], [0.0416, -1.2806, -1.9246], [1.3248, -1.5956, -2.9110], [1.2448, -2.1616, -1.3291], [0.2377, -2.8340, -2.5573]], "forces_ev_per_a": [[-0.198, 0.116, -0.451], [0.440, -0.303, 0.513], [0.026, -0.062, 0.156], [-0.108, -0.067, 0.128], [-0.951, 0.135, -0.004], [-0.291, 0.409, 0.270], [0.181, 0.078, -0.015], [0.098, 0.302, 0.131], [-0.170, -0.272, -0.039], [-0.063, -0.054, -0.016], [0.070, 0.017, -0.050], [0.048, -0.022, 0.043], [0.018, 0.055, -0.003], [-0.049, 0.099, -0.055], [-0.053, 0.016, -0.064], [0.727, 0.031, 0.022], [0.217, -0.173, 0.148], [0.069, 0.013, -0.070], [0.078, -0.237, -0.119], [0.099, -0.161, -0.088], [0.004, -0.054, -0.061], [-0.119, 0.016, -0.019], [0.004, -0.089, -0.060], [-0.003, 0.018, 0.051], [-0.286, -0.256, -0.414], [-0.029, 0.047, -0.292], [0.039, -0.006, 0.026], [0.179, 0.335, 0.368], [0.024, 0.066, -0.039]], "nbo_charge": [-0.406, -0.806, -0.392, 0.896, -0.993, 0.390, -0.792, 0.143, -0.644, 0.199, 0.200, 0.195, 0.189, 0.171, 0.192, 0.518, -0.395, -0.158, -0.144, -0.168, 0.217, 0.211, 0.157, 0.313, -0.895, 0.468, 0.441, 0.469, 0.425], "gap_ha": 0.22396, "relative_energy_kj_mol": 0.00, "max_force_ev_per_a": 0.96}



{"formula": "C10H13NO4", "method": "ωB97M-V/def2-TZVPD", "elements": ["O", "O", "O", "O", "C", "C", "C", "C", "C", "C", "N", "C", "C", "C", "C", "H", "H", "H", "H", "H", "H", "H", "H", "H", "H", "H", "H", "H"], "coordinates": [[-1.0004, -3.1321, 0.5158], [-2.4024, 0.9559, -1.5093], [-1.3324, -1.5349, 2.1006], [1.4088, 0.8036, 0.9167], [-0.7437, -2.0290, 0.9940], [-1.3708, 0.3248, -1.6844], [0.6144, 2.9804, -2.1121], [-0.0209, 2.3330, -1.0915], [1.3633, -1.7166, -0.3845], [0.2885, -1.1997, 0.3253], [1.5697, -3.0417, -0.5707], [-0.9331, -0.2621, 2.5696], [-0.0638, 0.8206, -1.0525], [-0.9107, 0.7004, 1.3768], [0.1771, 0.2818, 0.3961], [1.7664, 0.2705, 1.6713], [-1.3890, -0.6388, -2.1470], [1.2268, 2.4894, -2.8742], [0.5757, 4.0469, -2.0927], [-0.5706, 2.9775, -0.3891], [2.0897, -1.0306, -0.8446], [2.3288, -3.4155, -1.1270], [0.8095, -3.6766, -0.2713], [0.0685, -0.2648, 3.0590], [-1.6842, 0.0684, 3.3068], [0.7252, 0.4301, -1.6904], [-1.8782, 0.7316, 0.8944], [-0.7124, 1.7276, 1.7148]], "forces_ev_per_a": [[-0.372, 0.708, 1.428], [0.984, -0.838, -0.683], [-0.311, -1.210, -0.179], [0.999, 0.465, 0.055], [1.315, -0.596, -1.614], [-1.211, 1.765, 2.347], [-0.665, -1.226, 1.915], [0.915, 1.080, -2.230], [-1.292, -0.511, 0.361], [0.562, -0.552, -0.097], [-0.464, -0.422, 0.112], [0.209, 1.388, -0.388], [0.208, 0.971, 0.434], [-0.103, 0.379, 0.357], [0.141, -0.191, 0.545], [-0.879, 0.390, -1.183], [0.141, -0.885, -0.750], [-0.353, 0.054, 0.263], [0.110, 0.569, -0.301], [0.177, -0.747, -0.170], [-0.311, -0.369, 0.392], [-0.299, 0.376, 0.283], [0.711, 0.627, -0.329], [-0.602, -0.369, -0.216], [0.358, -0.383, -0.283], [0.339, 0.056, 0.015], [-0.406, -0.213, -0.020], [0.097, -0.315, -0.065]], "nbo_charge": [-0.628, -0.512, -0.488, -0.745, 0.786, 0.446, -0.387, -0.156, 0.139, -0.374, -0.786, -0.064, -0.381, -0.467, 0.279, 0.479, 0.136, 0.191, 0.198, 0.216, 0.215, 0.399, 0.436, 0.170, 0.210, 0.219, 0.235, 0.234], "gap_ha": 0.33342, "relative_energy_kj_mol": 124.80, "max_force_ev_per_a": 3.18}



{"formula": "C13H23BN6PtSi", "method": "ωB97M-V/def2-TZVPD", "elements": ["H", "N", "B", "N", "C", "Pt", "H", "C", "H", "C", "H", "C", "H", "H", "H", "N", "N", "N", "N", "C", "C", "H", "H", "C", "C", "C", "C", "H", "H", "H", "H", "H", "C", "Si", "C", "C", "H", "H", "H", "H", "H", "H", "H", "H", "H"], "coordinates": [[1.7362, -2.2024, -1.8033], [1.7728, -0.3678, -0.7865], [2.3953, 1.5571, 0.7287], [2.7751, 0.5184, -0.3937], [3.8964, 0.2048, -1.0898], [-0.0333, 0.2585, -1.5329], [4.7488, 0.8399, -1.0660], [3.6591, -1.0048, -1.8373], [4.2917, -1.5285, -2.5081], [2.3543, -1.3609, -1.5310], [3.3175, 2.2869, 0.8904], [-2.8340, -1.1456, 1.9679], [-3.8836, -1.7328, 2.3272], [-2.8691, -0.3208, 1.2609], [-1.8080, -1.2598, 2.3914], [2.1430, 0.7909, 2.1305], [1.1101, 2.3900, 0.3744], [1.0907, -0.1107, 2.0920], [-0.0554, 1.7332, 0.0010], [2.6689, 0.7638, 3.3741], [0.8734, 3.7179, 0.3380], [3.5352, 1.4136, 3.6102], [1.6813, 4.4405, 0.4138], [1.9996, -0.1277, 4.1320], [-0.5018, 3.9535, 0.1049], [1.0123, -0.6627, 3.3340], [-1.0723, 2.6619, 0.0112], [2.1263, -0.4601, 5.1695], [-1.0186, 4.8688, -0.0363], [0.1887, -1.4074, 3.4669], [-2.0879, 2.3620, -0.1030], [-2.6710, -1.8769, 1.2454], [-2.9380, 0.2343, -1.8981], [-1.9222, -1.2882, -1.5886], [-3.1643, -2.7028, -1.1980], [-0.8771, -1.9174, -2.9687], [-3.4459, 0.4850, -0.9616], [-3.5999, -0.0679, -2.7165], [-2.2109, 1.0226, -2.1883], [-3.7253, -2.7896, -2.1439], [-2.6620, -3.6670, -1.0149], [-3.9037, -2.5092, -0.4042], [-1.5948, -2.1213, -3.7729], [-0.1682, -1.0830, -3.2229], [-0.3295, -2.7883, -2.5982]], "forces_ev_per_a": [[0.173, 0.079, -0.243], [2.386, -1.441, 0.463], [0.377, -0.221, 1.361], [-1.331, -0.895, -1.791], [-1.440, -1.622, -0.299], [-0.823, -0.135, 1.771], [0.538, 0.160, 0.271], [-0.146, 1.526, 1.502], [0.665, -0.167, -0.171], [-0.366, 2.124, 0.540], [0.214, 0.345, -0.106], [-1.376, -2.111, 0.071], [2.964, 2.574, 0.044], [-0.631, 0.726, 0.842], [-1.347, 0.629, 1.002], [-1.840, -1.222, -1.220], [-1.127, -0.390, -1.785], [0.374, 0.001, 1.118], [-0.932, 1.645, 1.517], [2.086, 1.955, -0.767], [-0.775, 0.027, -0.052], [-0.757, -0.602, -0.090], [-0.191, -0.298, 0.320], [-0.375, -1.356, 2.589], [0.837, -1.799, 0.452], [-1.197, 0.184, -3.138], [3.064, 0.210, -0.650], [0.352, 0.612, -0.524], [-0.127, 0.625, 0.221], [1.146, 0.780, 0.295], [-0.367, -0.169, -0.306], [0.462, -1.721, -1.792], [0.292, -0.278, -0.557], [-0.240, -0.605, 1.751], [0.287, 0.216, -0.051], [-0.281, 0.336, -0.505], [-0.085, 0.135, -0.379], [-0.350, 0.717, 0.031], [-0.846, 0.076, -0.118], [0.068, -0.115, 0.139], [-0.216, 0.355, -0.001], [0.425, -0.014, -0.289], [0.647, -0.227, -0.453], [-0.116, -0.748, -0.604], [-0.075, 0.096, -0.413]], "mulliken_spin": [-0.008, 0.070, 0.000, 0.038, 0.024, 0.889, 0.001, 0.014, 0.001, 0.018, 0.000, 0.072, 0.000, -0.006, -0.027, -0.003, 0.037, -0.001, 0.042, 0.001, 0.015, 0.000, -0.001, -0.001, 0.014, 0.003, 0.009, 0.000, 0.002, 0.001, 0.002, -0.010, 0.057, 0.603, 0.046, 0.086, -0.004, 0.015, -0.021, 0.013, 0.006, -0.003, 0.016, -0.011, 0.002], "gap_ha": [0.22963, 0.28986], "relative_energy_kj_mol": 7.91, "max_force_ev_per_a": 3.93, "spin_multiplicity": 3}